[1]
The following is a DFT calculation (the ωB97M-V functional and the def2-TZVPD basis) of a molecular structure, C28H21BrN4O2Sn.

Calculated values
Net charge ... +2
Orbital gap ... 0.261 hartree
M ... 644.12 g mol⁻¹
Energy above the lowest of the compared OMol25 structures with the same formula, charge and spin ... 0.000 eV

Geometry (Å):
Sn -0.192999 0.292164 -0.132736
N -0.314210 -0.518043 1.991459
C 0.975835 -0.374356 2.612115
C 1.174801 -0.183691 3.946856
C 2.485757 -0.057176 4.456402
C 3.567717 -0.116849 3.626707
C 3.382051 -0.243520 2.228441
C 4.440820 -0.261999 1.296813
C 4.177479 -0.327271 -0.048543
C 2.852679 -0.317259 -0.478313
N 1.827153 -0.336590 0.369095
C 2.072826 -0.340413 1.724927
H -1.086865 -0.281531 2.608828
H -0.465386 -1.487653 1.694105
H 0.331241 -0.167539 4.626255
H 2.623769 0.066296 5.521535
H 4.573666 -0.067642 4.022301
H 5.462400 -0.214664 1.653957
H 4.971358 -0.358170 -0.780122
H 2.614668 -0.303932 -1.532867
Br 1.444037 2.383482 -2.450349
C 0.640411 0.848739 -3.180419
C 0.653288 0.595862 -4.537078
C 0.036446 -0.563897 -4.989019
C -0.576977 -1.426636 -4.090491
C -0.547276 -1.100407 -2.753420
N 0.060638 0.014868 -2.313527
C -1.211683 -1.952632 -1.689615
O -1.807632 -2.942432 -1.974092
O -1.053801 -1.488680 -0.447397
H 1.127906 1.287063 -5.217977
H 0.032484 -0.786911 -6.047826
H -1.079695 -2.332268 -4.399517
N -1.450393 1.813773 -0.363275
C -1.644183 2.658169 0.587489
C -0.724498 2.818227 1.744610
C -1.231318 2.957233 3.035428
C -0.357987 3.092684 4.105926
C 1.014220 3.135372 3.889669
C 1.522769 3.024340 2.602669
C 0.655696 2.851152 1.532546
C -2.823005 3.541456 0.492034
C -2.732183 4.872173 0.906879
C -3.825423 5.709582 0.767126
C -5.011285 5.218671 0.235692
C -5.108197 3.891091 -0.162783
C -4.012811 3.053572 -0.048492
H -2.302010 2.961209 3.196686
H -0.751501 3.195303 5.108634
H 1.686405 3.281879 4.725102
H 2.588193 3.103539 2.429850
H 1.045158 2.842734 0.518638
H -1.807167 5.254467 1.319961
H -3.756595 6.742036 1.081179
H -5.864736 5.875059 0.131202
H -6.036957 3.512014 -0.566495
H -4.076499 2.019351 -0.359863

Cartesian forces (eV/Å) of the 6 atoms listed first:
-0.069 -0.264 -0.200
-0.043 -0.393 -0.182
0.098 0.277 0.017
-0.022 -0.274 0.002
0.021 -0.002 0.020
-0.022 -0.023 0.013

[2]
The following is a DFT calculation (the ωB97M-V functional and the def2-TZVPD basis) of 2 unconnected molecules or ions with the total composition C48H50F6N3.

Calculated values
Net charge ... +1
Orbital gap ... 0.095 hartree
M ... 782.94 g mol⁻¹
Energy above the lowest of the compared OMol25 structures with the same formula, charge and spin ... 3.686 eV

Geometry (Å):
C -5.126729 -1.651986 3.723280
C -5.126344 -0.127969 3.585620
C -5.607586 0.556460 4.864359
C -5.909319 0.318539 2.352992
C -7.257223 0.667860 2.484017
C -8.079476 0.723620 1.361067
C -7.546749 0.501138 0.088983
C -6.181442 0.281825 -0.082010
C -5.657042 0.135582 -1.523676
C -5.545766 1.483134 -2.235066
C -6.416509 -0.919621 -2.326970
C -5.352304 0.246507 1.057897
N -3.964804 -0.029978 0.868531
N -3.645946 -1.129081 0.136957
N -2.295133 -1.222577 0.199842
C -1.625613 -2.239047 -0.570075
C -0.748776 -1.889607 -1.624515
C -0.754198 -0.492593 -2.245030
C -2.005293 -0.298096 -3.108662
C 0.539530 -0.212007 -3.023503
C 0.040075 -2.897603 -2.169104
C -0.128540 -4.224725 -1.789428
C -1.145216 -4.568737 -0.905257
C -1.898246 -3.579365 -0.265039
C -2.928217 -3.998414 0.797920
C -2.235069 -4.527369 2.045142
C -3.977484 -4.958836 0.247924
C -1.768952 -0.206850 0.975036
C -0.341094 -0.080178 1.173533
C 0.497286 -1.200760 1.407057
C 1.854412 -1.030209 1.610897
C 2.650262 -2.211958 2.080658
F 3.977457 -2.112629 1.787725
F 2.542872 -2.349634 3.449541
F 2.197930 -3.382320 1.529247
C 2.472194 0.200800 1.431900
C 1.667346 1.291799 1.120684
C 2.328602 2.614015 0.856308
F 1.444550 3.555094 0.407551
F 2.897481 3.133536 2.010705
F 3.340176 2.532003 -0.054392
C 0.283875 1.191970 1.077487
C -2.818934 0.564419 1.446791
C -2.752876 1.628977 2.358674
H -4.783790 -2.133632 2.797877
H -4.457975 -1.957925 4.537985
H -6.137678 -2.029275 3.935071
H -4.091778 0.186578 3.437796
H -5.682529 1.639502 4.711763
H -6.589865 0.176167 5.167783
H -4.901115 0.380916 5.684833
H -7.675570 0.818676 3.482283
H -9.148532 0.896247 1.484830
H -8.200576 0.484536 -0.789505
H -4.644401 -0.250917 -1.419248
H -4.992035 2.189096 -1.602581
H -4.993519 1.374619 -3.178505
H -6.536551 1.911451 -2.446360
H -6.355061 -1.887871 -1.814685
H -7.476583 -0.665013 -2.449577
H -5.958212 -1.032971 -3.317832
H -0.789855 0.213382 -1.401709
H -2.905502 -0.616660 -2.570420
H -2.128902 0.752863 -3.397212
H -1.942457 -0.911770 -4.018037
H 1.424909 -0.483690 -2.428036
H 0.564966 -0.786766 -3.961786
H 0.623775 0.853739 -3.274478
H 0.791067 -2.653282 -2.914523
H 0.516791 -4.989427 -2.218133
H -1.334743 -5.617925 -0.669688
H -3.448977 -3.073231 1.053610
H -1.437234 -3.847613 2.366903
H -2.954470 -4.613982 2.864768
H -1.784540 -5.510508 1.859291
H -4.531740 -4.485238 -0.568559
H -3.517914 -5.876097 -0.135473
H -4.688545 -5.214644 1.038771
H 0.079747 -2.204585 1.420808
H 3.545595 0.304979 1.543230
H -0.331865 2.075392 0.900195
H -1.751902 1.962838 2.642312
H -3.671740 2.098007 2.718941
C 1.245259 3.374094 4.501529
C 1.227191 4.664292 5.091100
C 1.731565 5.779688 4.345736
C 1.610115 7.071636 4.844597
C 0.946217 7.310857 6.064586
C 0.622285 6.226066 6.888901
C 0.816401 4.921669 6.441721
C 1.556617 2.180494 5.225059
C 2.722070 1.431690 4.885213
C 3.138830 0.366898 5.669890
C 2.385309 -0.035266 6.783069
C 1.203724 0.651534 7.091562
C 0.801155 1.757574 6.350110
H 1.295772 3.331946 3.420221
H 2.268378 5.581390 3.408776
H 1.988526 7.919829 4.268923
H 0.712247 8.327666 6.397527
H 0.190353 6.401496 7.880260
H 0.673007 4.088518 7.130598
H 3.324879 1.783075 4.041200
H 4.046057 -0.179696 5.400368
H 2.714670 -0.878174 7.400808
H 0.573867 0.308192 7.910061
H -0.090927 2.329789 6.618244

Cartesian forces (eV/Å) of the 6 atoms listed first:
-0.179 -0.151 -0.130
0.295 0.480 -0.189
-0.009 -0.004 0.014
0.166 -0.111 0.107
-0.016 -0.262 -0.308
0.078 0.031 -0.125

[3]
The following is a DFT calculation (the ωB97M-V functional and the def2-TZVPD basis) of a single C3H3N5 molecule.

Calculated values
Net charge ... 0
Orbital gap ... 0.358 hartree
M ... 109.09 g mol⁻¹
SMILES ... c1nc2[nH]cnn2n1
Energy above the lowest of the compared OMol25 structures with the same formula, charge and spin ... 1.905 eV

Geometry (Å):
C 2.037591 0.026206 0.001922
C 0.033797 0.637801 0.115539
C -2.051279 -0.147326 -0.034340
H 3.092580 -0.071492 -0.076744
H -1.747133 2.016495 -0.315664
H -3.176974 -0.411446 0.068843
N 1.212547 1.218092 -0.115575
N -1.231756 1.033398 0.076321
N -1.212784 -1.165858 -0.155921
N 0.074359 -0.645500 0.206547
N 1.402044 -1.102081 -0.036394

Cartesian forces (eV/Å) of the 6 atoms listed first:
-2.074 1.704 -1.660
2.570 3.627 -1.048
2.643 -1.521 -0.333
0.713 0.754 -0.018
2.814 -3.576 1.779
2.205 1.384 -0.521

[4]
The following is a DFT calculation (the ωB97M-V functional and the def2-TZVPD basis) of a single C2H4N2OS2 molecule.

Calculated values
Net charge ... 0
Orbital gap ... 0.327 hartree
M ... 136.20 g mol⁻¹
SMILES ... NC(=S)ONC=S
Energy above the lowest of the compared OMol25 structures with the same formula, charge and spin ... 2.793 eV

Geometry (Å):
C -0.960437 0.358803 0.039908
C 1.801116 -0.995163 -0.253407
H -2.285869 1.786033 -0.751460
H -0.997673 2.360075 0.650543
H 0.038461 -1.763397 0.605220
H 2.249563 -1.975384 -0.390318
N -1.400081 1.664396 -0.116541
N 0.807461 -1.097910 0.693421
O 0.177842 0.145855 0.807381
S -1.806386 -0.949789 -0.653211
S 2.376001 0.466480 -0.631541

Cartesian forces (eV/Å) of the 6 atoms listed first:
-1.015 -1.007 -1.007
0.274 0.161 1.416
2.478 -0.173 2.234
-1.514 -1.620 -2.675
0.287 -0.522 -0.317
0.120 0.039 -0.589

Which value of M does entry 3 give?
109.09 g mol⁻¹